1.
Molecular formula: C4H14N4O
Method: DFT, ωB97M-V/def2-TZVPD

ΔE to the lowest compared entry with this formula, charge and spin = 3.24 kcal per mole
LUMO = 0.90 eV
E_tot = -12382.8047 eV
orbital gap = 9.686 eV
maximum force = 0.063 Eh/bohr

Last column: Mulliken charge in e.
Element x y z (Å)
C (-1.35504, -1.56915, -0.59686)  -0.860
N (-1.65146, -0.33976, 0.09959)  0.398
N (-1.22316, -0.16363, 1.42943)  -0.838
C (-2.00364, 0.79858, -0.63054)  0.630
N (-2.25489, 1.89663, 0.16190)  -0.406
O (-2.41667, 0.70306, -1.77614)  -0.673
H (-1.86116, -1.52462, -1.55991)  0.344
H (-1.70308, -2.43499, -0.02797)  0.309
H (-0.27943, -1.66267, -0.77485)  0.151
H (-0.19671, -0.09503, 1.41721)  0.205
H (-1.53754, -0.96557, 1.97249)  0.236
H (-2.15987, 1.77320, 1.15754)  0.235
H (-2.94852, 2.53602, -0.18778)  0.241
C (2.59176, -0.97515, -0.16916)  -1.058
C (2.43163, 0.47764, 0.24267)  -0.414
N (1.04337, 0.99515, -0.06924)  -0.490
H (3.61865, -1.29570, -0.00657)  0.371
H (1.93883, -1.61041, 0.42424)  0.238
H (2.35902, -1.10543, -1.22450)  0.300
H (2.60930, 0.59413, 1.31436)  0.313
H (3.17349, 1.09236, -0.28733)  0.367
H (0.97729, 1.98329, 0.15277)  0.192
H (0.84782, 0.89205, -1.06137)  0.209

Cartesian forces (eV/Å) of the 2 atoms listed first:
0.266 0.283 -0.193
0.052 0.547 -0.172

2.
Molecular formula: C32H52BBrClCsF5MgN2O11PS
Method: DFT, ωB97M-V/def2-TZVPD

LUMO = -3.87 eV
E_tot = -182468.3305 eV
orbital gap = 2.720 eV
maximum force = 0.130 Eh/bohr

Last column: Mulliken charge in e.
Element x y z (Å)
C (-1.68901, 4.41299, 3.54489)  -1.148
C (-2.70278, 3.29695, 3.22908)  -0.664
C (-2.96473, 2.98902, 1.75816)  -0.250
Br (-3.99084, 4.48710, 0.97883)  -0.142
P (-1.41953, 2.83179, 0.74146)  -0.065
C (-0.05195, 2.24147, 1.82870)  -0.642
C (-0.23938, 0.81065, 2.35615)  -0.648
C (-0.00472, -0.31632, 1.32382)  -1.073
C (-1.12618, -1.33470, 1.49410)  0.505
C (-1.89787, -1.72329, 0.42621)  -0.662
C (-2.93389, -2.59680, 0.59979)  0.548
C (-3.20765, -3.08506, 1.93049)  -0.668
C (-2.41338, -2.70437, 3.01659)  -1.534
C (-1.33082, -1.80673, 2.75873)  0.189
H (-1.44769, 4.97061, 2.63757)  0.505
H (-2.16393, 5.12072, 4.21669)  0.287
H (-0.81851, 3.98336, 4.02584)  0.201
H (-2.46642, 2.38595, 3.78276)  0.156
H (-3.65619, 3.63058, 3.64009)  0.576
H (-3.62339, 2.12750, 1.70134)  0.547
H (-1.70378, 1.72974, -0.10640)  -0.019
H (0.87104, 2.26164, 1.24177)  0.399
H (0.10937, 2.89892, 2.67606)  0.259
H (-1.26825, 0.74517, 2.70533)  0.340
H (0.42390, 0.61695, 3.20137)  0.294
H (0.03959, 0.02917, 0.29237)  0.579
H (0.92006, -0.85818, 1.52784)  0.328
H (-1.67058, -1.31785, -0.55003)  0.477
H (-3.51892, -2.85899, -0.31446)  0.579
H (-4.03932, -3.75119, 2.12222)  0.212
H (-2.61191, -3.05505, 4.07296)  0.523
H (-0.68779, -1.43516, 3.54659)  0.255
C (-7.40218, -1.24182, -2.40251)  -0.340
C (-7.54996, -2.04491, -1.12910)  -0.346
O (-7.13397, -3.37258, -1.49458)  -0.308
S (-5.99615, -3.28546, -2.60892)  0.943
O (-4.72473, -3.40257, -1.97442)  -0.503
O (-6.36498, -4.10468, -3.69791)  -0.558
O (-6.20592, -1.75622, -3.01127)  -0.258
H (-8.23461, -1.41393, -3.08617)  0.302
H (-7.30368, -0.17654, -2.21514)  0.336
H (-8.56899, -2.05575, -0.75496)  0.325
H (-6.87970, -1.68102, -0.34716)  0.243
Mg (-3.33811, -4.86982, 0.23207)  -0.067
C (3.61857, 5.88631, -0.88433)  -1.647
C (2.78184, 4.64721, -0.58641)  0.559
C (3.26684, 3.39092, -1.31938)  -0.117
O (2.92948, 3.33444, -2.70172)  -0.452
C (3.78513, 4.07937, -3.54367)  -0.622
N (1.37212, 4.94997, -0.86209)  -0.666
H (3.38141, 6.32117, -1.85549)  0.322
H (3.42668, 6.65710, -0.13605)  0.407
H (4.68389, 5.65030, -0.86036)  0.320
H (2.87641, 4.44069, 0.48504)  0.375
H (2.76615, 2.52467, -0.86739)  0.126
H (4.35170, 3.25340, -1.16288)  0.272
H (4.81795, 4.06516, -3.18434)  0.269
H (3.43757, 5.11134, -3.64266)  0.226
H (3.75228, 3.62330, -4.53456)  0.267
H (0.80651, 4.15936, -0.56473)  0.079
H (1.25013, 4.96761, -1.87143)  0.322
F (5.82289, 3.41482, -0.16485)  -0.867
C (-3.46877, 0.35168, -6.55743)  -1.294
C (-3.77038, -1.02211, -5.96909)  -0.053
C (-4.66308, -1.88239, -6.87075)  -0.377
C (-5.95778, -1.23249, -7.08433)  0.225
N (-6.96359, -0.71803, -7.24988)  -0.473
H (-4.37870, 0.93882, -6.68770)  0.370
H (-2.81113, 0.91368, -5.89463)  0.352
H (-2.97571, 0.26405, -7.52726)  0.313
H (-4.25170, -0.89691, -4.99681)  0.015
H (-2.82982, -1.54854, -5.79628)  0.340
H (-4.83745, -2.85703, -6.41296)  0.270
H (-4.18665, -2.04476, -7.83862)  0.344
O (2.64124, -9.67287, -1.28099)  -0.553
C (1.47831, -9.54047, -1.53848)  0.732
O (1.07831, -8.46691, -2.24725)  -0.372
C (-0.23752, -8.32874, -2.78983)  -0.546
C (-1.19197, -7.71453, -1.78697)  -0.682
C (0.43597, -10.50116, -1.01027)  -0.906
H (-0.60088, -9.28119, -3.17828)  0.384
H (-0.13266, -7.66707, -3.64816)  0.309
H (-1.31410, -8.34743, -0.90756)  0.221
H (-2.17305, -7.55675, -2.23528)  0.309
H (-0.80875, -6.75567, -1.43836)  0.207
H (0.10456, -10.16279, -0.02960)  0.233
H (0.89914, -11.47909, -0.90879)  0.306
H (-0.42330, -10.62364, -1.66544)  0.316
B (-1.05906, 3.32895, 7.12370)  0.541
F (-0.81866, 2.64198, 8.32474)  -0.385
F (-0.26256, 4.47963, 7.05480)  -0.398
F (-0.74115, 2.46974, 6.02431)  -0.343
F (-2.41712, 3.68688, 7.04250)  -0.412
C (8.31957, 4.25220, 3.80405)  -0.565
C (7.91606, 3.76400, 2.64276)  0.278
C (8.64345, 2.63837, 1.94052)  0.736
O (8.24138, 2.22167, 0.88578)  -0.477
C (9.84122, 2.11271, 2.59911)  -1.031
C (10.25446, 2.59974, 3.77604)  0.315
C (9.51546, 3.69557, 4.46611)  1.008
O (9.90982, 4.09931, 5.53505)  -0.557
O (11.33906, 2.14648, 4.39960)  -0.554
O (6.76520, 4.34342, 2.04857)  -0.248
H (7.80172, 5.05905, 4.30735)  0.459
H (10.36978, 1.32077, 2.08853)  0.435
H (11.41885, 2.65950, 5.22420)  0.355
H (6.55308, 3.89464, 1.11835)  0.566
Cs (-1.96854, -4.20693, 5.29672)  1.014
Cl (5.57835, 2.82624, 2.18865)  0.085

Cartesian forces (eV/Å) of the 2 atoms listed first:
-0.546 -0.178 -0.302
-0.422 0.510 0.352

3.
Molecular formula: C8H20ClMgO4
Method: DFT, ωB97M-V/def2-TZVPD

ΔE to the lowest compared entry with this formula, charge and spin = 42.78 kcal per mole
LUMO = -7.83 eV
E_tot = -34767.8313 eV
orbital gap = 3.786 eV
charge = +1
maximum force = 0.032 Eh/bohr

Last column: Mulliken charge in e.
Element x y z (Å)
Mg (0.16173, -1.23031, -3.52938)  1.238
Cl (-1.35161, -1.26192, -1.89808)  -0.318
C (-0.16128, 4.28895, -0.25509)  -0.627
O (-0.39965, 2.89430, -0.36645)  -0.391
C (-1.46634, 2.53321, -1.16111)  -0.651
C (-1.13615, 2.49350, -2.64117)  -0.085
O (-0.94211, 3.79567, -3.12834)  -0.315
C (-0.36797, 3.81269, -4.41556)  -0.703
H (-1.08143, 4.87198, -0.31978)  0.324
H (0.46305, 4.64978, -1.08335)  0.229
H (0.40433, 4.42064, 0.66219)  0.234
H (-2.33556, 3.18845, -1.00640)  0.365
H (-1.79766, 1.53300, -0.86914)  0.340
H (-1.99668, 2.04524, -3.16079)  0.470
H (-0.21182, 1.88803, -2.70896)  0.025
H (-1.03871, 3.37108, -5.16193)  0.293
H (0.58659, 3.26802, -4.43172)  0.273
H (-0.17323, 4.85291, -4.66200)  0.253
C (1.72303, -2.19920, 0.08838)  -0.456
O (0.95349, -2.72471, 1.09431)  -0.251
C (1.60608, -2.70092, 2.35436)  -0.516
C (0.98597, -3.73421, 3.26686)  -0.498
O (-0.39983, -3.50733, 3.36494)  -0.287
C (-1.00207, -4.21878, 4.39683)  -0.734
H (1.21387, -2.35002, -0.87587)  -0.146
H (2.70788, -2.67967, -0.01891)  0.387
H (1.88846, -1.11285, 0.18301)  0.346
H (1.46141, -1.70645, 2.79499)  0.320
H (2.67574, -2.92182, 2.27605)  0.366
H (1.44588, -3.60341, 4.25444)  0.388
H (1.20453, -4.73596, 2.87445)  0.296
H (-0.36869, -4.34185, 5.28019)  0.318
H (-1.35727, -5.21082, 4.09233)  0.276
H (-1.89399, -3.66723, 4.71067)  0.236

Cartesian forces (eV/Å) of the 2 atoms listed first:
-1.013 0.144 1.269
0.884 -0.024 -1.127

4.
Molecular formula: C6H13N2
Method: DFT, ωB97M-V/def2-TZVPD

ΔE to the lowest compared entry with this formula, charge and spin = 112.56 kcal per mole
LUMO = -5.80 eV
E_tot = -9401.9866 eV
orbital gap = 9.659 eV
charge = +1
maximum force = 0.077 Eh/bohr

Last column: Mulliken charge in e.
Element x y z (Å)
C (2.29006, 0.45200, -0.93147)  -1.129
C (0.96639, -0.34500, -0.84449)  -0.861
C (-0.14815, -0.02487, 0.21210)  1.670
C (0.09300, 1.49270, 0.68352)  -1.787
C (-0.07831, -0.97286, 1.41877)  -1.723
N (-1.55648, -0.11818, -0.17525)  0.628
N (-2.49514, 0.66508, -0.22849)  -0.662
C (-2.80091, -0.73607, -0.60965)  -0.170
H (2.19054, 1.46447, -1.40996)  0.325
H (2.89278, 0.58407, 0.02083)  0.289
H (2.90900, -0.19382, -1.49263)  0.402
H (1.31608, -1.33643, -0.82138)  0.465
H (0.45107, -0.27907, -1.85848)  0.292
H (0.33009, 2.10950, -0.10163)  0.466
H (-0.89438, 1.87159, 1.01857)  0.500
H (0.82106, 1.44495, 1.51704)  0.444
H (0.78895, -1.51184, 1.47108)  0.407
H (-0.87394, -1.68138, 1.51974)  0.448
H (-0.17656, -0.32382, 2.25896)  0.422
H (-3.34416, -1.47343, 0.02798)  0.291
H (-2.68099, -1.08759, -1.67516)  0.282

Cartesian forces (eV/Å) of the 2 atoms listed first:
-0.396 1.771 1.491
-1.669 0.818 -2.238

Q: What is the LUMO in the first record?
A: 0.90 eV

Q: Which value of maximum force does entry 4 give?
A: 0.077 Eh/bohr

Q: The lowest E_tot belongs to which entry?
A: C32H52BBrClCsF5MgN2O11PS